1.
# C10H17BeN

C10H17BeN as an isolated structure at a distorted geometry (ωB97M-V/def2-TZVPD, OMol25).

For the energy relative to the best compared isomer or geometry (same formula, charge and spin), the calculation gives 0.0 kcal/mol. The LUMO energy is 0.0207 Ha.

Last column: natural (NBO) charge in e.
Cartesian coordinates (Å):
1 Be -0.562 -0.040 -1.156  1.5600
2 C -0.024 -0.508 -2.668  -1.3990
3 H 1.068 -0.626 -2.686  0.2120
4 H -0.469 -1.473 -2.943  0.2181
5 H -0.304 0.237 -3.430  0.1931
6 H -2.011 0.358 -1.347  -0.0365
7 H -1.944 0.253 -0.597  0.0320
8 C 1.161 2.139 -1.319  -0.4095
9 N 0.304 1.324 -0.423  -0.5936
10 C -0.674 2.233 0.232  -0.4267
11 C 1.173 0.639 0.632  -0.2324
12 C 0.489 -0.630 1.072  -0.1283
13 C 0.795 -1.218 2.315  -0.2066
14 C 0.069 -2.346 2.716  -0.2372
15 C -0.884 -2.908 1.861  -0.2178
16 C -1.126 -2.333 0.590  -0.2501
17 C -0.442 -1.192 0.227  -0.5429
18 H 1.567 2.994 -0.760  0.1843
19 H 0.582 2.503 -2.173  0.2156
20 H 1.989 1.525 -1.680  0.2213
21 H -1.316 1.686 0.928  0.2215
22 H -0.138 3.019 0.785  0.1921
23 H -1.312 2.695 -0.532  0.2096
24 H 2.156 0.433 0.175  0.2135
25 H 1.342 1.348 1.463  0.1934
26 H 1.561 -0.755 2.943  0.1989
27 H 0.260 -2.790 3.694  0.2089
28 H -1.446 -3.793 2.162  0.2057
29 H -1.867 -2.777 -0.079  0.2006


2.
# C12H28CuN5O7

C12H28CuN5O7 as an isolated structure at a distorted geometry (ωB97M-V/def2-TZVPD, OMol25).

Its total charge is +1. As for the spin multiplicity: 2. The LUMO energy (alpha / beta) is -0.2329 / -0.2330 Ha.

Last column: natural (NBO) charge in e.
Cartesian coordinates (Å):
1 Cu -0.656 0.456 -0.781  0.9993
2 N 2.430 5.204 0.465  0.7047
3 O 3.576 5.036 0.180  -0.1842
4 O 2.070 6.228 0.996  -0.2436
5 O 1.651 4.351 0.091  -0.2768
6 C 2.613 -1.150 5.118  -0.6997
7 C 1.791 -2.146 4.354  0.6727
8 O 1.303 -1.808 3.272  -0.6622
9 N 1.463 -3.282 5.022  -0.6065
10 C 0.660 -4.438 4.599  -0.4197
11 H 2.028 -0.492 5.760  0.2404
12 H 3.138 -0.487 4.430  0.2377
13 H 3.316 -1.787 5.655  0.2130
14 H 1.816 -3.489 5.945  0.3912
15 H 0.170 -4.178 3.660  0.2294
16 H 0.096 -4.765 5.472  0.2079
17 H 1.271 -5.301 4.337  0.1958
18 C -2.741 4.140 -6.235  -0.7216
19 C -2.740 2.579 -6.180  0.6858
20 O -2.522 2.018 -5.112  -0.6708
21 N -3.230 2.035 -7.285  -0.5977
22 C -3.556 0.622 -7.372  -0.4329
23 H -3.522 4.562 -5.601  0.2394
24 H -2.977 4.596 -7.196  0.2124
25 H -1.851 4.444 -5.683  0.2372
26 H -3.356 2.701 -8.034  0.4044
27 H -4.582 0.279 -7.234  0.2085
28 H -2.900 0.070 -6.699  0.2275
29 H -3.221 0.202 -8.320  0.2079
30 C 5.497 -1.774 -1.590  -0.6880
31 C 4.493 -2.609 -2.286  0.6576
32 O 3.323 -2.175 -2.346  -0.6866
33 N 4.927 -3.551 -3.111  -0.5976
34 C 4.012 -4.524 -3.757  -0.4219
35 H 5.460 -0.725 -1.883  0.2402
36 H 6.459 -2.163 -1.922  0.1991
37 H 5.245 -1.871 -0.534  0.2431
38 H 5.922 -3.516 -3.280  0.4001
39 H 2.948 -4.293 -3.708  0.2390
40 H 4.225 -5.431 -3.191  0.2055
41 H 4.251 -4.589 -4.819  0.2098
42 C -5.181 0.271 4.146  -0.7144
43 C -4.145 1.351 3.947  0.6735
44 O -3.493 1.427 2.920  -0.6683
45 N -3.809 2.161 4.976  -0.6018
46 C -2.866 3.232 5.012  -0.4071
47 H -6.174 0.700 4.279  0.2362
48 H -5.045 -0.131 5.150  0.2271
49 H -5.332 -0.477 3.367  0.2484
50 H -4.379 2.009 5.796  0.3834
51 H -3.270 4.188 4.680  0.1993
52 H -1.974 2.938 4.459  0.2171
53 H -2.632 3.354 6.070  0.2069


3.
# C19H28ClN3OS

One molecule with the formula C19H28ClN3OS (ωB97M-V/def2-TZVPD, OMol25).

The SMILES is C[C@H]1CC(C)(C)NC(=S)N1CCCC(=O)NCCc1ccc(Cl)cc1. For the energy relative to the best compared isomer or geometry (same formula, charge and spin), the calculation gives 0.0 kcal/mol. The LUMO energy is 0.0262 Ha.

Last column: natural (NBO) charge in e.
Cartesian coordinates (Å):
1 C 2.515 -0.168 -0.600  -0.6279
2 H 1.975 0.640 -1.088  0.2190
3 H 3.390 -0.409 -1.199  0.2096
4 H 2.830 0.181 0.379  0.2222
5 C 1.602 -1.389 -0.474  -0.0331
6 N 0.509 -1.118 0.441  -0.4390
7 C 0.717 -1.222 1.765  0.3292
8 N 1.904 -1.714 2.186  -0.6233
9 H 1.977 -1.774 3.192  0.4145
10 C 2.771 -2.620 1.447  0.1216
11 C 2.319 -2.664 -0.020  -0.4041
12 H 1.617 -3.492 -0.145  0.2154
13 H 3.176 -2.851 -0.666  0.2194
14 C 4.221 -2.145 1.593  -0.6071
15 H 4.362 -1.165 1.151  0.2183
16 H 4.487 -2.086 2.646  0.2093
17 H 4.894 -2.848 1.108  0.2084
18 C 2.647 -4.022 2.063  -0.6082
19 H 3.228 -4.739 1.489  0.2122
20 H 3.014 -4.021 3.087  0.2077
21 H 1.607 -4.341 2.072  0.2177
22 S -0.392 -0.749 2.910  -0.3252
23 C -0.701 -0.537 -0.085  -0.2395
24 H -0.443 0.268 -0.779  0.2122
25 C -1.587 -1.564 -0.793  -0.3906
26 C -2.941 -0.939 -1.128  -0.4952
27 C -2.752 0.289 -2.006  0.6894
28 O -1.908 0.361 -2.875  -0.6428
29 N -3.621 1.293 -1.751  -0.6157
30 H -4.271 1.205 -0.986  0.3913
31 C -3.502 2.594 -2.363  -0.2200
32 H -2.685 2.517 -3.084  0.2361
33 H -4.427 2.841 -2.896  0.1950
34 C -3.201 3.678 -1.317  -0.4273
35 C -1.960 3.349 -0.535  -0.0339
36 C -2.043 2.838 0.754  -0.2041
37 C -0.905 2.528 1.477  -0.2254
38 C 0.336 2.727 0.897  -0.0400
39 C 0.445 3.221 -0.393  -0.2498
40 C -0.703 3.528 -1.100  -0.1560
41 H -0.619 3.916 -2.104  0.2074
42 H 1.418 3.372 -0.834  0.2262
43 Cl 1.764 2.366 1.799  0.0073
44 H -0.978 2.123 2.474  0.2509
45 H -3.010 2.688 1.212  0.2091
46 H -4.052 3.768 -0.639  0.2034
47 H -3.076 4.630 -1.837  0.2222
48 H -3.464 -0.671 -0.209  0.2070
49 H -3.552 -1.659 -1.678  0.2360
50 H -1.733 -2.428 -0.143  0.2137
51 H -1.112 -1.893 -1.718  0.2114
52 H -1.246 -0.107 0.759  0.2505
53 H 1.157 -1.584 -1.455  0.2147


4.
# C4H15NO3

A 3-piece molecular cluster, C4H15NO3 overall at a distorted geometry (ωB97M-V/def2-TZVPD, OMol25).

The SMILES is CNC[C@@H](C)O.O.O. For the energy relative to the best compared isomer or geometry (same formula, charge and spin), the calculation gives 27.3 kcal/mol. The LUMO energy is 0.0210 Ha.

Last column: natural (NBO) charge in e.
Cartesian coordinates (Å):
1 C -0.203 2.508 -0.048  -0.4042
2 N -0.780 1.253 0.396  -0.6449
3 C -1.193 0.392 -0.698  -0.2509
4 C -0.627 -1.040 -0.663  0.0793
5 C 0.480 -1.254 -1.665  -0.6279
6 O -0.034 -1.302 0.631  -0.7547
7 H 0.252 3.030 0.792  0.1999
8 H 0.612 2.390 -0.775  0.1605
9 H -0.976 3.116 -0.512  0.1876
10 H -0.140 0.716 0.963  0.3764
11 H -1.059 0.800 -1.703  0.1847
12 H -2.296 0.313 -0.709  0.1769
13 H -1.374 -1.825 -0.741  0.1820
14 H 0.676 -2.279 -1.954  0.2160
15 H 1.469 -0.912 -1.349  0.2112
16 H 0.316 -0.715 -2.602  0.2076
17 H -0.755 -1.328 1.277  0.4836
18 H 3.709 -0.497 0.900  0.4663
19 H 4.700 0.049 -0.013  0.4615
20 O 4.524 0.023 0.951  -0.9272
21 H -1.875 -1.479 2.971  0.4755
22 H -2.920 -0.543 2.303  0.4879
23 O -2.510 -1.417 2.249  -0.9474